No. 1
The following is a DFT calculation (ωB97M-V/def2-TZVPD) of a structure of composition C23H26CoN4O7S2.

Calculated values
energy above the lowest of the compared OMol25 structures with the same formula, charge and spin: 0.0 kJ/mol
HOMO energy (spin up / spin down): -7.955 / -8.512 eV
frontier orbital gap (spin up / spin down): 7.3 / 7.9 eV
strongest force on any atom: 0.2 eV/Å
spin multiplicity: 2

CARTESIAN COORDINATES (ANGSTROEM)
Co: -1.65 -2.32 -0.50
O: 0.63 -4.54 2.57
C: 0.31 -4.26 1.30
O: -0.79 -3.93 0.96
C: 1.51 -4.50 0.39
O: 1.33 -4.04 -0.92
C: 2.05 -2.86 -1.25
C: 1.40 -1.55 -0.82
O: 2.12 -0.54 -0.88
O: 0.19 -1.56 -0.47
H: -0.18 -4.44 3.09
H: 2.40 -4.06 0.86
H: 1.66 -5.58 0.38
H: 3.06 -2.89 -0.84
H: 2.15 -2.85 -2.34
N: -1.35 -3.55 -2.02
N: -2.35 -4.56 -1.91
C: -3.52 -4.15 -1.21
O: -4.53 -4.81 -1.36
O: -3.36 -3.11 -0.48
H: -1.40 -3.06 -2.91
H: -0.43 -3.97 -1.90
H: -2.55 -5.06 -2.77
S: -2.30 -0.21 -1.80
C: -1.54 0.80 -0.74
N: -1.20 2.06 -1.01
C: -0.44 2.86 -0.06
C: 0.55 1.97 0.65
N: -0.18 0.88 1.28
C: 0.46 0.31 2.47
C: 0.26 1.19 3.68
C: 1.35 1.71 4.36
C: 1.17 2.52 5.48
C: -0.11 2.80 5.91
C: -1.21 2.28 5.24
C: -1.02 1.48 4.12
C: -1.20 0.30 0.67
S: -2.14 -0.91 1.37
C: -1.43 2.67 -2.31
C: -0.15 2.78 -3.10
C: 0.06 3.86 -3.95
C: 1.22 3.95 -4.70
C: 2.20 2.97 -4.59
C: 2.00 1.89 -3.74
C: 0.83 1.79 -3.01
H: -1.11 3.34 0.66
H: 0.09 3.63 -0.62
H: 1.05 2.53 1.45
H: 1.30 1.55 -0.03
H: 1.52 0.21 2.23
H: 0.04 -0.68 2.62
H: 2.36 1.49 4.01
H: 2.03 2.92 6.00
H: -0.26 3.43 6.78
H: -2.21 2.50 5.58
H: -1.88 1.07 3.60
H: -1.87 3.66 -2.14
H: -2.16 2.06 -2.84
H: -0.69 4.64 -4.02
H: 1.38 4.80 -5.35
H: 3.11 3.05 -5.17
H: 2.75 1.12 -3.64
H: 0.69 0.94 -2.34



No. 2
The following is a DFT calculation (ωB97M-V/def2-TZVPD) of an isolated molecule of C20H22N4O2 at a distorted geometry.

Calculated values
energy above the lowest of the compared OMol25 structures with the same formula, charge and spin: 148.4 kJ/mol
HOMO energy: -8.128 eV
SMILES: CCCCOCCCn1c(-c2ccco2)nc2nc3ccccc3nc21
frontier orbital gap: 7.6 eV
strongest force on any atom: 1.4 eV/Å

CARTESIAN COORDINATES (ANGSTROEM)
C: 5.14 0.38 2.00
C: 5.05 -0.73 0.96
C: 3.61 -0.98 0.52
C: 3.52 -2.08 -0.54
O: 2.29 -2.16 -1.21
C: 1.18 -2.60 -0.45
C: 0.28 -1.46 0.02
H: -0.54 -1.88 0.60
H: 0.84 -0.78 0.66
C: -0.27 -0.69 -1.18
N: -1.10 0.41 -0.75
C: -2.43 0.29 -0.47
N: -3.20 -0.75 -0.59
C: -4.48 -0.51 -0.23
C: -5.42 -1.56 -0.32
C: -6.72 -1.36 0.03
C: -7.15 -0.10 0.49
C: -6.27 0.94 0.59
C: -4.92 0.77 0.24
N: -4.09 1.83 0.35
C: -2.85 1.59 0.00
N: -1.78 2.43 0.00
C: -0.77 1.71 -0.43
C: 0.53 2.30 -0.57
C: 0.91 3.59 -0.29
C: 2.28 3.68 -0.60
C: 2.64 2.44 -1.04
O: 1.60 1.60 -1.03
H: 3.58 2.05 -1.39
H: 2.91 4.54 -0.51
H: 0.26 4.35 0.08
H: -6.58 1.91 0.95
H: -8.19 0.03 0.77
H: -7.43 -2.17 -0.04
H: -5.07 -2.52 -0.68
H: -0.90 -1.35 -1.78
H: 0.56 -0.32 -1.78
H: 0.60 -3.26 -1.11
H: 1.52 -3.20 0.41
H: 3.77 -3.05 -0.08
H: 4.25 -1.89 -1.33
H: 3.20 -0.06 0.09
H: 3.01 -1.25 1.39
H: 5.47 -1.65 1.37
H: 5.66 -0.46 0.09
H: 4.74 1.31 1.60
H: 6.17 0.55 2.29
H: 4.57 0.11 2.89



No. 3
The following is a DFT calculation (ωB97M-V/def2-TZVPD) of an isolated molecule of C5H11F2N at a distorted geometry.

Calculated values
energy above the lowest of the compared OMol25 structures with the same formula, charge and spin: 379.9 kJ/mol
HOMO energy: -9.121 eV
SMILES: CN(C)C(CF)CF
frontier orbital gap: 10.1 eV
strongest force on any atom: 5.4 eV/Å

CARTESIAN COORDINATES (ANGSTROEM)
C: 0.07 -0.55 -1.95
C: 1.00 -1.92 -0.15
C: -0.36 0.02 0.20
C: -1.37 0.94 -0.44
C: 0.34 0.66 1.43
H: 0.90 -0.96 -2.70
H: -0.94 -1.03 -2.24
H: 0.02 0.42 -2.31
H: 1.76 -1.63 0.64
H: 1.73 -2.33 -0.87
H: 0.23 -2.82 0.30
H: -1.18 -0.75 0.45
H: -1.90 0.71 -1.32
H: -2.20 1.20 0.21
H: -0.21 1.57 1.88
H: 1.41 1.11 1.19
N: 0.66 -0.64 -0.65
F: -0.66 2.19 -0.59
F: 0.40 -0.62 2.24



No. 4
The following is a DFT calculation (ωB97M-V/def2-TZVPD) of a cluster of 2 separate species, C4H11NO in total at a distorted geometry.

Calculated values
energy above the lowest of the compared OMol25 structures with the same formula, charge and spin: 146.0 kJ/mol
HOMO energy: -8.492 eV
SMILES: C=C(N)CC.O
frontier orbital gap: 9.3 eV
strongest force on any atom: 1.7 eV/Å

CARTESIAN COORDINATES (ANGSTROEM)
C: 1.15 -1.28 1.88
C: 1.14 -0.88 0.39
C: 0.26 0.28 0.08
C: 0.67 1.32 -0.65
N: -1.09 0.12 0.47
H: 0.16 -1.64 2.16
H: 1.39 -0.39 2.46
H: 1.93 -2.01 2.11
H: 0.70 -1.75 -0.11
H: 2.13 -0.90 -0.04
H: 1.74 1.44 -0.75
H: 0.03 2.13 -0.94
H: -1.81 0.04 -0.22
H: -1.41 0.29 1.40
H: -1.56 1.16 -2.93
H: -3.11 1.28 -2.78
O: -2.33 0.77 -2.53



No. 5
The following is a DFT calculation (ωB97M-V/def2-TZVPD) of an isolated molecule of C7H12O at a distorted geometry.

Calculated values
energy above the lowest of the compared OMol25 structures with the same formula, charge and spin: 374.7 kJ/mol
HOMO energy: -8.345 eV
SMILES: C=CO/C=C/CCC
frontier orbital gap: 9.4 eV
strongest force on any atom: 4.7 eV/Å

CARTESIAN COORDINATES (ANGSTROEM)
C: 2.97 1.09 -0.42
C: 2.91 -0.33 0.18
C: 1.49 -0.66 0.61
C: 0.45 -0.29 -0.27
C: -0.81 -0.55 0.15
C: -2.97 0.00 -0.15
C: -2.85 1.21 0.42
H: 3.96 1.67 -0.09
H: 2.87 1.05 -1.51
H: 2.32 1.90 -0.08
H: 3.05 -1.17 -0.57
H: 3.69 -0.56 0.88
H: 1.48 -1.83 0.67
H: 1.21 -0.17 1.61
H: 0.63 0.11 -1.26
H: -1.14 -0.07 1.06
H: -3.96 -0.40 -0.27
H: -1.78 1.57 0.60
H: -3.79 1.72 0.50
O: -1.96 -0.84 -0.59



No. 6
The following is a DFT calculation (ωB97M-V/def2-TZVPD) of a cluster of 2 separate species, C5H13NO3 in total at a distorted geometry.

Calculated values
energy above the lowest of the compared OMol25 structures with the same formula, charge and spin: 257.2 kJ/mol
HOMO energy: -10.241 eV
SMILES: NC(=O)CCCCO.O
frontier orbital gap: 10.9 eV
strongest force on any atom: 5.8 eV/Å

CARTESIAN COORDINATES (ANGSTROEM)
C: 0.62 0.84 1.73
O: 1.44 1.80 1.11
C: 0.70 -0.55 1.21
C: 1.51 -0.58 -0.17
C: 0.83 0.27 -1.45
C: -0.58 0.12 -1.24
N: -1.09 -1.10 -1.88
O: -1.26 0.93 -0.67
H: 1.14 0.79 2.70
H: -0.46 1.30 1.89
H: 1.22 2.09 0.30
H: 1.20 -1.17 1.82
H: -0.33 -0.92 1.07
H: 1.65 -1.60 -0.46
H: 2.56 -0.34 0.03
H: 1.35 1.32 -1.38
H: 1.25 -0.11 -2.47
H: -0.51 -1.87 -2.26
H: -1.97 -1.60 -1.45
H: -2.59 -0.40 0.38
H: -3.22 0.80 0.77
O: -3.46 -0.02 0.41



No. 7
The following is a DFT calculation (ωB97M-V/def2-TZVPD) of a cluster of 4 separate species, C2H14NO4 in total at a distorted geometry.

Calculated values
energy above the lowest of the compared OMol25 structures with the same formula, charge and spin: 234.6 kJ/mol
HOMO energy: -14.454 eV
frontier orbital gap: 11.4 eV
charge: +1
strongest force on any atom: 6.2 eV/Å

CARTESIAN COORDINATES (ANGSTROEM)
C: 0.94 -0.49 1.67
O: 1.36 0.55 0.71
C: -0.60 -0.49 1.63
N: -1.07 -0.72 0.13
H: 1.40 -0.31 2.84
H: 1.41 -1.38 1.23
H: 1.98 1.14 1.10
H: -1.01 -1.33 2.19
H: -1.18 0.29 2.01
H: -0.38 -1.40 -0.33
H: -0.80 0.20 -0.40
H: -2.02 -1.01 0.11
H: -0.61 -1.66 -2.81
H: 0.38 -2.28 -1.87
O: -0.12 -1.55 -2.09
H: -0.19 2.92 -0.31
H: -1.33 2.49 -0.86
O: -0.83 2.28 -0.07
H: 0.80 1.28 -0.92
H: 1.36 0.56 -2.22
O: 0.51 0.91 -1.73



No. 8
The following is a DFT calculation (ωB97M-V/def2-TZVPD) of an isolated molecule of C3H6N2O2 at a distorted geometry.

Calculated values
energy above the lowest of the compared OMol25 structures with the same formula, charge and spin: 143.0 kJ/mol
HOMO energy: -9.832 eV
SMILES: NC(=O)CNC=O
frontier orbital gap: 10.4 eV
strongest force on any atom: 2.2 eV/Å

CARTESIAN COORDINATES (ANGSTROEM)
C: -2.03 -0.13 -0.98
N: -0.70 -0.17 -1.17
C: 0.23 0.67 -0.36
C: 1.22 -0.29 0.37
N: 1.51 0.19 1.64
O: 1.59 -1.25 -0.23
O: -2.77 -1.05 -1.24
H: -2.40 0.84 -0.54
H: -0.40 -1.14 -1.30
H: 0.84 1.29 -1.02
H: -0.32 1.18 0.43
H: 0.83 -0.10 2.34
H: 2.41 -0.03 2.06